[1]
Below is 2 unconnected molecules or ions with the total composition C3H9NO2 at a distorted geometry, with properties calculated with wB97M-V/def2-TZVPD.

Last column: Löwdin charge in e.
Cartesian coordinates (Å):
C  -1.7294  -1.9402  0.7903  0.018
C  -0.8871  -1.1913  1.7856  -0.492
O  0.0965  -0.5191  1.4934  0.032
O  -1.3087  -0.9426  3.1343  -0.022
H  -2.6781  -2.3563  0.9215  0.062
H  -1.1645  -2.7823  0.6617  0.050
H  -1.7010  -1.2946  -0.1929  0.143
H  -0.4309  -0.2590  3.3071  0.212
C  1.1829  1.6653  -1.1752  -0.214
N  1.8448  1.8160  -2.4247  -0.072
H  1.2060  0.5799  -0.8027  0.082
H  0.1927  2.0069  -1.0987  0.052
H  1.8420  2.2208  -0.5054  0.065
H  2.4609  1.1914  -2.7774  0.009
H  1.0739  1.8052  -3.1168  0.073

Structure (SMILES): CC(=O)O.CN
Max |F|, eV/A: 5.8
Energy relative to the best compared isomer or geometry (same formula, charge and spin), eV: 2.691
Kohn-Sham gap, eV: 9.46


[2]
Below is a molecular structure, C3H9NO2 at a distorted geometry, with properties calculated with wB97M-V/def2-TZVPD.

Last column: Löwdin charge in e.
Cartesian coordinates (Å):
C  -1.5844  -0.0186  0.4950  -0.288
C  0.3438  -1.2114  -1.0285  0.111
C  1.1950  0.6196  1.0084  -0.056
N  0.2240  0.3143  -0.0232  -0.271
O  -2.0853  -0.5241  -0.5807  -0.199
O  -0.0359  1.4834  -0.7789  -0.053
H  -0.5524  1.2264  -1.5621  0.109
H  -1.7356  1.0433  0.7424  0.092
H  -1.5091  -0.6552  1.3969  0.091
H  -0.2597  -1.3194  -1.9187  0.065
H  1.3868  -1.0472  -1.2788  0.053
H  0.2546  -2.0011  -0.2870  0.073
H  1.0776  -0.0901  1.8298  0.092
H  2.1968  0.5472  0.5866  0.083
H  1.0839  1.6330  1.3987  0.098

Max |F|, eV/A: 4.2
Energy relative to the best compared isomer or geometry (same formula, charge and spin), eV: 5.716
Kohn-Sham gap, eV: 9.12


[3]
Below is 2 unconnected molecules or ions with the total composition C3H9NO2 at a distorted geometry, with properties calculated with wB97M-V/def2-TZVPD.

Last column: Löwdin charge in e.
Cartesian coordinates (Å):
N  -1.8834  -0.6699  1.4061  0.112
C  -2.4518  -1.8798  1.5887  -0.442
O  -2.3011  -2.6245  2.5218  0.015
H  -1.2035  -0.3205  2.0575  0.094
H  -1.8190  -0.2893  0.4791  0.074
H  -3.0678  -2.1197  0.7069  0.123
C  1.8503  1.6323  -1.2339  -0.090
C  1.1895  0.2857  -1.2769  -0.291
O  0.3906  0.0560  -0.1006  -0.119
H  1.1934  2.4963  -1.3006  0.078
H  2.7073  1.6538  -1.9082  0.077
H  2.3143  1.7412  -0.2419  0.076
H  0.4611  0.1562  -2.0812  0.115
H  1.8960  -0.5406  -1.3330  0.108
H  0.7242  0.4227  0.7162  0.070

Structure (SMILES): NC=O.CCO
Max |F|, eV/A: 1.3
Energy relative to the best compared isomer or geometry (same formula, charge and spin), eV: 1.196
Kohn-Sham gap, eV: 10.44


[4]
Below is 2 unconnected molecules or ions with the total composition C3H9NO2 at a distorted geometry, with properties calculated with wB97M-V/def2-TZVPD.

Last column: Löwdin charge in e.
Cartesian coordinates (Å):
C  1.9068  1.2926  1.1378  -0.060
C  2.2753  0.0723  0.3090  -0.322
O  2.4443  0.2144  -0.8765  0.034
H  1.0346  1.7529  0.6844  0.073
H  2.7743  1.9008  1.3661  0.079
H  1.5420  0.8789  2.0924  0.071
H  2.4297  -0.8823  0.8447  0.115
N  -2.4046  -0.9800  0.1755  0.003
C  -1.2418  -0.6453  -0.6684  -0.367
O  -1.5062  0.1137  -1.7918  -0.034
H  -2.9377  -0.1197  0.2842  0.061
H  -3.1165  -1.6009  -0.2010  0.058
H  -0.6330  0.0119  -0.0412  0.095
H  -0.7274  -1.5950  -0.8076  0.115
H  -1.8398  -0.4144  -2.5076  0.078

Structure (SMILES): CC=O.NCO
Max |F|, eV/A: 2.5
Energy relative to the best compared isomer or geometry (same formula, charge and spin), eV: 2.017
Kohn-Sham gap, eV: 10.72


[5]
Below is 2 unconnected molecules or ions with the total composition C3H9NO2 at a distorted geometry, with properties calculated with wB97M-V/def2-TZVPD.

Last column: Löwdin charge in e.
Cartesian coordinates (Å):
C  -1.5064  -0.2866  0.9003  -0.062
N  -1.3641  0.7219  -0.2081  -0.007
C  -0.5488  0.7516  -1.2957  -0.535
C  0.6471  -0.1060  -1.6460  0.009
O  -0.6850  1.8519  -1.7726  0.014
H  -2.5983  -0.4517  1.0260  0.075
H  -1.0441  0.1238  1.8204  0.073
H  -1.0026  -1.2325  0.5637  0.085
H  -2.0420  1.4424  -0.2692  0.116
H  0.5046  -0.7080  -2.5692  0.093
H  1.3968  0.5597  -1.8445  0.041
H  1.0617  -0.8232  -0.8806  0.084
O  2.0080  -0.5814  1.9717  -0.076
H  2.4990  -1.3794  2.2706  0.052
H  2.6743  0.1176  1.9332  0.037

Structure (SMILES): CNC(C)=O.O
Max |F|, eV/A: 4.7
Energy relative to the best compared isomer or geometry (same formula, charge and spin), eV: 1.638
Kohn-Sham gap, eV: 9.44


[6]
Below is 2 unconnected molecules or ions with the total composition C3H9NO2 at a distorted geometry, with properties calculated with wB97M-V/def2-TZVPD.

Last column: Löwdin charge in e.
Cartesian coordinates (Å):
C  1.3301  0.3252  0.1505  -0.006
C  1.1539  -1.1260  -0.2145  -0.568
N  2.2621  -1.9033  -0.0343  0.139
O  0.0603  -1.6523  -0.3272  0.034
H  1.3839  0.4116  1.2315  0.094
H  0.5603  0.9114  -0.3317  0.060
H  2.2866  0.6362  -0.2606  0.074
H  2.3770  -2.8429  -0.3890  0.106
H  3.1757  -1.5857  0.2332  0.093
C  -2.6879  1.3932  0.1387  -0.128
O  -1.6004  0.8501  -0.6341  -0.161
H  -3.5941  1.3527  -0.4618  0.069
H  -2.6932  0.8543  1.0775  0.079
H  -2.5277  2.4633  0.2518  0.072
H  -1.4868  -0.0879  -0.4298  0.044

Structure (SMILES): CC(N)=O.CO
Max |F|, eV/A: 2.3
Energy relative to the best compared isomer or geometry (same formula, charge and spin), eV: 1.102
Kohn-Sham gap, eV: 10.74


no.,lowest unoccupied orbital energy (eV)
1,0.64
2,0.69
3,0.68
4,0.92
5,0.59
6,0.85